Record 1
C5H8O | ωB97M-V/def2-TZVPD

Structure (XYZ):
```
14
Properties=species:S:1:pos:R:3:forces:R:3
O 1.5979 0.1396 -0.3521 0.204 0.188 -0.123
C -0.3040 -1.2689 0.9858 0.531 -0.574 0.142
C -0.3448 0.8612 -0.5962 -0.750 -0.488 0.670
C -0.9577 -0.4961 -0.0633 -0.643 0.289 0.408
C 0.8512 1.2212 0.2833 -0.008 0.225 0.302
C 0.6628 0.1710 -1.3567 0.797 -0.164 -1.024
H 0.7896 1.0898 1.3637 -0.019 0.043 -0.134
H -1.0665 1.5834 -0.9779 0.227 -0.131 0.089
H -1.4754 -1.0493 -0.8446 0.237 0.003 0.083
H -0.1080 -0.8540 1.9713 0.088 0.078 -0.318
H 0.7072 -0.5205 -2.1883 -0.107 0.044 0.149
H -0.0535 -2.3165 0.8345 -0.086 0.150 0.101
H -1.6165 -0.7293 0.9344 -0.480 0.440 -0.418
H 1.2907 2.1829 0.0093 0.007 -0.103 0.074
```
Positions in Å, forces in eV/Å.

Output
maximum force	1.3	eV/Å
frontier orbital gap (spin up / spin down)	7.654 / 7.656	eV
E_HOMO (spin up / spin down)	-6.61 / -6.68	eV
energy relative to the best compared isomer or geometry (same formula, charge and spin)	644.4	kJ/mol
multiplicity	1


Record 2
C36H37N6O2SW | ωB97M-V/def2-TZVPD

Structure (XYZ):
```
83
Properties=species:S:1:pos:R:3:forces:R:3
W 0.5626 0.3032 -0.2089 0.240 0.027 -0.381
S 0.7239 1.7577 -2.2366 0.005 -0.158 0.090
O 0.2406 -5.0843 4.3058 -0.004 -0.018 0.015
O -5.1095 -2.4772 2.9006 -0.016 0.014 -0.007
N 0.8216 -1.0742 1.3975 0.152 -0.055 0.058
N -1.3504 -0.4572 0.3286 -0.039 0.009 0.022
N 2.5589 1.0361 0.1250 -0.228 -0.106 0.067
N -0.3506 0.4970 -2.0456 -0.105 0.124 0.081
N -0.3749 2.2397 0.5671 0.002 -0.032 -0.104
N 1.8764 -1.1974 -1.0930 -0.045 0.241 0.121
C -1.4923 3.5325 2.2586 0.064 -0.065 -0.105
C -2.7250 -1.9124 1.6943 0.002 0.019 0.020
C 3.6516 -2.9386 -2.3073 0.002 0.001 -0.014
C -1.7317 -1.3605 -2.8607 -0.065 -0.069 -0.056
C 2.0538 -1.3699 1.9174 -0.141 -0.022 -0.010
C -3.7422 -0.2723 0.3109 -0.014 0.008 -0.017
C 2.3017 -3.3050 -2.1315 0.000 0.036 0.030
C 2.2620 -2.3865 2.7967 0.028 0.040 0.000
C -0.3716 1.3909 2.8631 -0.005 -0.020 -0.029
C -1.8164 4.5090 1.3735 0.023 -0.050 -0.022
C -0.0512 -2.9173 2.7104 0.009 0.026 -0.036
C -0.9796 -0.0937 -3.2556 0.054 -0.010 0.052
C 3.2038 -0.8635 -1.1663 0.053 0.019 0.005
C 1.1873 -3.2027 3.2083 0.020 0.008 0.019
C -1.1505 5.3384 -2.1792 -0.015 -0.016 0.064
C 5.1671 2.0423 0.1325 -0.014 -0.022 -0.012
C 0.0857 -0.4581 -4.2931 -0.020 -0.031 -0.017
C 4.1068 2.7561 0.7568 -0.021 -0.023 -0.001
C -1.4736 -1.4424 1.2637 0.050 -0.032 0.030
C -0.1920 3.1705 -1.6809 -0.072 0.097 0.045
C 4.0993 -1.7428 -1.8240 -0.031 0.023 0.018
C -1.6246 5.4293 -0.9035 0.024 -0.024 -0.025
C -5.2313 -1.8184 1.6541 -0.011 -0.034 0.021
C -0.6551 3.2501 -0.3398 0.089 -0.125 -0.022
C 1.4282 -4.3343 4.1633 -0.004 0.003 0.008
C -0.7500 2.4047 1.8307 -0.072 0.084 0.075
C 1.4702 -2.4042 -1.5217 0.010 -0.050 -0.029
C -3.8752 -1.3412 1.2230 0.057 -0.014 -0.024
C -1.3779 4.3987 0.0345 -0.068 0.117 0.044
C -0.4255 4.1956 -2.5609 0.018 -0.038 -0.012
C -1.9600 0.9180 -3.8492 -0.006 0.011 -0.009
C 2.8574 2.2221 0.7195 -0.007 0.020 0.029
C -0.2203 -1.8482 1.8126 -0.061 -0.010 -0.037
C 4.8945 0.8654 -0.4949 0.001 -0.007 -0.002
C -2.5085 0.1276 -0.1030 -0.019 0.017 0.085
C 3.5768 0.3489 -0.5237 0.059 -0.075 -0.067
H 3.2658 -2.5567 3.1645 -0.005 -0.019 0.012
H 0.3867 -5.7843 4.9487 -0.010 0.012 -0.013
H 2.0217 2.7307 1.1830 0.025 0.022 0.006
H -1.4516 1.8499 -4.1028 0.009 0.009 -0.001
H -1.3251 6.1293 -2.8949 -0.007 0.005 0.002
H -5.9139 -0.9639 1.7153 0.013 0.007 0.022
H -5.6264 -2.5037 0.8934 -0.001 0.043 -0.023
H -0.9372 0.4680 2.7318 0.003 0.033 0.021
H -2.7637 1.1442 -3.1462 0.000 0.005 0.013
H -2.4066 0.5264 -4.7643 0.009 -0.022 0.006
H 0.6879 1.1430 2.7969 0.003 0.008 0.000
H -2.4149 -1.2010 -2.0286 0.031 -0.008 -0.089
H -0.5812 1.7773 3.8578 0.003 0.003 0.014
H 0.8395 -1.1135 -3.8534 -0.002 0.006 -0.011
H 0.5822 0.4281 -4.6906 0.008 0.026 0.021
H 5.1378 -1.4673 -1.9332 -0.002 -0.011 0.005
H -0.3737 -0.9818 -5.1334 -0.012 0.010 0.009
H -0.0466 4.1156 -3.5726 0.012 -0.010 0.003
H 0.4261 -2.6294 -1.3457 0.032 -0.010 0.002
H -2.3823 0.9261 -0.8188 -0.034 0.009 0.020
H -0.8970 -3.5254 2.9941 0.006 0.011 -0.004
H -2.7779 -2.6965 2.4352 -0.016 0.006 -0.007
H 2.8671 -0.7417 1.5928 0.034 -0.015 0.011
H -1.0474 -2.1684 -2.6094 -0.010 0.024 0.027
H -5.9626 -2.8492 3.1426 0.012 -0.015 -0.004
H 2.2479 -4.9520 3.7777 -0.007 -0.005 0.005
H 6.1755 2.4314 0.1506 0.002 0.003 0.003
H 4.3375 -3.6081 -2.8088 -0.001 -0.009 0.006
H -2.1845 6.2967 -0.5778 0.000 0.006 -0.006
H -2.3866 5.3782 1.6765 -0.001 0.005 0.008
H 1.9230 -4.2624 -2.4561 0.002 0.000 -0.009
H -1.7861 3.5864 3.2965 -0.009 0.035 0.005
H -4.6142 0.2411 -0.0744 -0.009 -0.006 0.002
H 1.7504 -3.9207 5.1269 0.023 0.006 -0.019
H 4.2760 3.6981 1.2562 0.001 0.002 0.001
H 5.6868 0.3160 -0.9828 0.004 0.011 0.008
H -2.3226 -1.6919 -3.7160 0.015 -0.014 -0.006
```
Positions in Å, forces in eV/Å.

Output
maximum force	0.5	eV/Å
frontier orbital gap (spin up / spin down)	4.710 / 5.111	eV
E_HOMO (spin up / spin down)	-7.64 / -8.26	eV
energy relative to the best compared isomer or geometry (same formula, charge and spin)	80.6	kJ/mol
multiplicity	3
charge	+1


- Among the records above, which one has the lowest multiplicity?
  C5H8O


- What is the maximum force in the second record?
  0.5 eV/Å


Repeat the first record exactly.
C5H8O | ωB97M-V/def2-TZVPD

Structure (XYZ):
```
14
Properties=species:S:1:pos:R:3:forces:R:3
O 1.5979 0.1396 -0.3521 0.204 0.188 -0.123
C -0.3040 -1.2689 0.9858 0.531 -0.574 0.142
C -0.3448 0.8612 -0.5962 -0.750 -0.488 0.670
C -0.9577 -0.4961 -0.0633 -0.643 0.289 0.408
C 0.8512 1.2212 0.2833 -0.008 0.225 0.302
C 0.6628 0.1710 -1.3567 0.797 -0.164 -1.024
H 0.7896 1.0898 1.3637 -0.019 0.043 -0.134
H -1.0665 1.5834 -0.9779 0.227 -0.131 0.089
H -1.4754 -1.0493 -0.8446 0.237 0.003 0.083
H -0.1080 -0.8540 1.9713 0.088 0.078 -0.318
H 0.7072 -0.5205 -2.1883 -0.107 0.044 0.149
H -0.0535 -2.3165 0.8345 -0.086 0.150 0.101
H -1.6165 -0.7293 0.9344 -0.480 0.440 -0.418
H 1.2907 2.1829 0.0093 0.007 -0.103 0.074
```
Positions in Å, forces in eV/Å.

Output
maximum force	1.3	eV/Å
frontier orbital gap (spin up / spin down)	7.654 / 7.656	eV
E_HOMO (spin up / spin down)	-6.61 / -6.68	eV
energy relative to the best compared isomer or geometry (same formula, charge and spin)	644.4	kJ/mol
multiplicity	1